DFT (the ωB97M-V functional and the def2-TZVPD basis) results for C49H60N4O5P2SiTi as an isolated structure.

```
122
Properties=species:S:1:pos:R:3
C -2.912 1.170 0.630
C -2.893 2.274 3.698
N 0.587 2.832 -2.755
O -1.167 -0.566 -0.968
C -1.267 -0.221 2.632
C 2.708 1.189 2.108
H -3.996 -3.529 5.856
H 5.837 0.118 0.686
C 5.999 0.455 -0.334
P -2.654 -2.221 1.325
H 4.054 0.167 -3.830
H -3.029 -5.800 5.741
H -1.862 -5.117 1.698
C -2.232 -3.319 -0.086
H 1.023 4.979 -4.224
H 3.517 1.313 1.379
H -1.190 4.075 -4.256
H -3.093 6.198 -1.078
H 0.120 3.514 -0.220
H 2.314 0.034 3.880
H 2.909 2.614 -0.839
C -2.830 4.557 4.432
O 0.740 1.191 -1.051
C -3.445 -3.039 3.848
N 2.384 -2.030 0.798
H 0.681 -3.927 2.186
C -3.293 -3.581 -0.951
C -2.218 5.211 -2.774
H 4.013 0.485 3.672
H 1.006 -3.178 -3.165
H 2.096 0.329 -5.976
C -0.998 -1.533 1.901
C 2.011 1.400 -5.819
C -5.227 0.548 0.393
C -1.257 4.325 -3.209
H -4.094 0.231 2.157
C -1.798 4.802 3.543
C -2.317 -4.758 2.610
C -3.110 -4.375 -2.066
C -2.394 -5.590 3.711
N 0.922 2.896 -4.122
H 4.615 3.029 -0.896
H -0.141 -3.654 0.284
H -1.729 -5.563 -3.181
C -2.980 -5.146 4.885
H -1.049 -0.949 -1.891
H -0.490 3.975 2.068
H 1.516 -2.753 3.207
C 3.326 -1.607 -0.095
H 1.724 4.108 -5.595
C 1.484 1.659 -4.455
O 1.094 -1.912 -1.612
C -2.343 5.504 -1.423
P -1.288 1.283 1.512
H -1.370 5.792 3.470
H 1.363 1.327 0.689
C 4.871 0.078 -3.124
H 2.504 2.158 2.589
H 3.301 -0.788 2.663
C -4.099 1.619 -1.424
H 3.001 1.840 -5.957
H -2.037 2.073 -1.099
C -0.524 4.004 -0.935
H 3.640 -5.065 1.510
C 1.436 0.834 -3.361
H 5.674 0.726 -3.465
H 2.605 4.192 -4.051
Ti 1.101 -0.470 -0.362
H -3.927 -4.541 -2.752
H 5.136 -2.083 -1.156
C 2.556 -3.221 1.391
H 6.505 1.413 -0.288
C -2.942 1.673 -0.668
H 6.692 -0.240 -0.797
C -5.244 1.042 -0.900
C 4.502 -3.701 0.081
C 1.615 4.112 -4.514
C -0.394 3.704 -2.296
Si 4.355 0.564 -1.337
H -2.195 -0.312 3.201
H -4.261 -3.146 -0.741
H 5.290 -4.377 -0.225
O -0.564 -1.904 -3.104
C -1.872 -4.946 -2.307
H 2.097 -4.420 3.096
C -1.874 2.510 2.780
H 1.346 1.814 -6.576
C -1.317 3.784 2.738
H -1.602 5.110 0.538
H -3.878 -2.047 3.885
C 0.895 1.545 -2.278
C 1.656 -3.599 2.536
C -3.519 -3.871 4.948
H -6.140 0.968 -1.498
H -2.060 -0.819 -0.696
H -0.462 -0.019 3.347
C 3.113 0.164 3.154
H 0.145 -5.161 -1.621
H -6.112 0.088 0.811
C -1.495 4.891 -0.513
H -4.103 2.007 -2.432
H 1.744 -0.193 -3.315
C 3.575 -4.092 1.046
H -0.283 -1.362 1.058
C -0.986 -3.871 -0.352
C -4.076 0.624 1.154
C -0.817 -4.703 -1.445
H 5.238 -0.944 -3.174
H -1.988 -6.590 3.662
H -2.878 5.669 -3.496
O 1.520 0.741 1.451
C 3.845 2.415 -1.353
H -3.337 1.297 3.796
C -2.818 -3.461 2.676
H 3.738 2.753 -2.378
H -4.160 3.074 5.217
H -3.214 5.346 5.065
C -3.365 3.283 4.515
C 4.410 -2.443 -0.449
N 3.127 -0.365 -0.562
C 0.495 -2.335 -2.638
H -0.558 -2.238 2.606
```

Calculated values
- Kohn-Sham gap (spin up / spin down): 0.18404 / 0.31038 Ha
- E: -4320.1659 hartree
- Multiplicity: 3
- HOMO level (spin up / spin down): -0.1613 / -0.2877 hartree
- ⟨S²⟩: 2.03